Record 1
12
Properties=species:S:1:pos:R:3:forces:R:3:mulliken_charge:R:1 method="wB97M-V/def2-TZVPD" gap_ha=0.4003 charge=+1
C 0.40634 -0.04760 0.31569 -2.2 -0.3 3.5 0.49
N 1.68057 -0.33464 0.24177 3.3 0.4 0.0 -0.40
N -0.50471 -0.44812 1.14398 0.5 0.2 -1.6 -0.69
N -0.02802 0.97051 -0.62192 -1.7 -0.5 -3.7 -0.30
Br -2.38455 -0.91720 -1.24593 -1.2 -0.3 -2.5 -0.25
H -2.03036 -0.90469 0.07632 0.5 0.1 1.8 0.33
H 2.40726 0.42294 0.21345 -1.2 -0.8 -0.5 0.30
H 1.91608 -0.93562 1.00175 0.5 -0.8 0.3 0.29
H -0.44060 -1.24315 1.82465 0.9 1.2 -1.0 0.25
H -0.77947 1.48635 -0.24768 -0.7 1.7 1.3 0.45
H -0.71187 0.47180 -1.31363 0.5 -0.7 0.8 0.12
H 0.46932 1.47943 -1.38845 0.8 -0.2 1.6 0.40

Record 2
21
Properties=species:S:1:pos:R:3:forces:R:3:mulliken_charge:R:1 method="wB97M-V/def2-TZVPD" gap_ha=0.3541
C -2.25473 -0.19514 -0.40456 -1.2 -1.3 -0.1 0.05
C 1.29718 2.09972 1.20682 0.3 -1.0 0.3 -0.34
C 0.99548 1.62430 2.50935 -0.4 1.1 -0.2 -0.47
C 0.75872 1.44155 0.07224 0.4 0.4 3.7 -0.64
C 0.12234 0.54345 2.62840 -0.1 0.7 -1.8 -0.31
C -0.02719 0.36580 0.41034 -1.4 -2.1 -3.2 0.53
C 0.53085 -2.58106 -1.29843 -0.5 -2.4 -1.4 -0.63
C -1.02693 -0.67726 -0.96083 3.3 -0.2 2.0 0.81
N -3.24825 0.08355 0.09525 0.0 0.2 0.1 -0.49
N -0.39439 -0.10201 1.55883 1.2 0.7 -0.1 -0.41
N -0.83887 -0.05020 -2.28057 -0.7 3.7 -0.6 0.96
O -1.15805 1.14536 -2.28392 0.1 -0.5 0.5 -0.59
O -0.42401 -0.56927 -3.26731 0.7 -1.9 -0.3 -0.60
O -0.77539 -2.04862 -0.97775 -0.7 1.2 0.0 -0.34
H 2.03038 2.90962 1.02084 -0.8 -0.4 0.4 0.36
H 1.23883 2.25897 3.39667 0.1 -1.0 -0.8 0.32
H 0.97076 1.96256 -0.79093 0.0 0.0 -2.4 0.49
H -0.37557 0.24351 3.48880 -0.1 -0.4 2.0 0.47
H 1.01324 -2.22921 -2.25829 -1.0 -0.2 1.1 0.30
H 0.36194 -3.75982 -1.37773 0.2 2.7 0.0 0.23
H 1.20364 -2.46581 -0.48721 0.6 0.5 0.9 0.30

Record 3
2
Properties=species:S:1:pos:R:3:forces:R:3:mulliken_charge:R:1 method="wB97M-V/def2-TZVPD" gap_ha=0.2738 charge=+1
Zn 0.28307 -1.08155 -0.07979 -0.6 2.3 0.2 0.98
Cl -0.28307 1.08155 0.07979 0.6 -2.3 -0.2 0.02

Record 4
42
Properties=species:S:1:pos:R:3:forces:R:3:mulliken_charge:R:1 method="wB97M-V/def2-TZVPD" gap_ha=0.2846 charge=+2
Ti 0.60738 0.06038 -0.39020 0.2 0.0 0.2 0.36
N 3.64843 -0.35757 -3.31947 0.0 -0.1 0.0 0.16
C 2.88527 0.46954 -2.62703 0.0 0.1 0.1 -0.11
N 2.13553 -0.25941 -1.80393 -0.2 0.0 -0.1 0.18
C 2.50916 -1.55437 -2.06962 -0.1 0.1 0.1 0.17
N 3.42693 -1.64948 -2.98258 0.0 0.0 0.0 -0.60
C 1.82905 -2.60193 -1.31656 0.0 0.0 -0.1 0.32
C 2.07224 -3.95772 -1.41116 0.0 0.0 0.0 -0.34
N 1.37376 -4.82820 -0.68646 0.0 0.0 0.0 -0.47
C 0.44746 -4.35242 0.12980 0.0 0.0 0.0 -0.49
C 0.18781 -2.98806 0.24250 0.0 0.0 0.0 -0.13
N 0.88352 -2.11726 -0.48776 0.0 0.0 0.1 0.27
H 4.33970 -0.13684 -4.02468 0.0 0.0 0.0 0.21
H 2.88618 1.54423 -2.71341 0.0 0.0 0.0 0.53
H 2.83160 -4.34240 -2.08051 0.0 0.0 0.0 0.47
H -0.11225 -5.06587 0.72083 0.0 0.0 0.0 0.41
H -0.56893 -2.59582 0.90416 0.0 0.0 0.0 0.54
O 2.63052 2.95738 1.47994 0.1 0.0 0.0 -0.46
As 1.18293 2.16074 1.08564 -0.2 -0.1 0.0 1.41
O 1.49454 0.46926 1.22558 -0.1 0.0 -0.1 -0.39
O 0.91041 1.94205 -0.59342 0.0 0.1 0.0 -0.49
C -0.34681 2.81000 1.96606 0.0 -0.1 -0.1 0.50
C -0.18562 3.42985 3.20517 0.0 0.0 0.0 -0.68
C -1.29857 3.88905 3.88686 0.0 0.0 0.0 -0.75
C -2.55989 3.72671 3.32912 0.0 0.0 0.0 -0.53
C -2.72418 3.10439 2.09860 0.0 -0.1 -0.1 -0.45
C -1.62484 2.63314 1.40769 0.0 0.1 0.2 0.32
S -1.99830 0.45314 -0.11171 0.0 0.2 0.0 0.57
O -1.01570 -0.12532 0.89971 0.2 0.0 0.0 -0.49
O -1.80740 2.08440 0.15018 0.0 -0.2 -0.1 -0.20
O -1.08571 0.33382 -1.35100 0.0 0.0 0.0 -0.22
H 2.56288 3.90944 1.65435 0.0 0.0 0.0 0.39
H 0.79994 3.54361 3.63993 0.0 0.0 0.0 0.49
H -1.18156 4.37195 4.84647 0.0 0.0 0.0 0.44
H -3.43200 4.09186 3.85446 0.0 0.0 0.0 0.43
H -3.70460 2.99415 1.65414 0.0 0.0 0.0 0.52
C -2.95466 -2.33319 -2.10629 0.0 0.0 0.0 -0.63
O -2.62461 -2.11494 -0.72272 0.0 0.0 0.0 -0.36
H -3.86261 -1.79809 -2.38526 0.0 0.0 0.0 0.28
H -3.08016 -3.39537 -2.31297 0.0 0.0 0.0 0.30
H -2.12453 -1.94925 -2.69426 0.0 0.0 0.0 0.23
H -3.35229 -2.45559 -0.19019 0.0 0.0 0.0 0.26

no.,E_tot (Ha)
1,-2780.283912
2,-698.809830
3,-2239.175403
4,-4787.248961